{"formula": "C48H119CuN7NiO20S", "method": "ωB97M-V/def2-TZVPD", "elements": ["Ni", "Cu", "S", "O", "O", "O", "O", "C", "C", "C", "O", "H", "H", "H", "H", "H", "H", "H", "C", "C", "C", "O", "H", "H", "H", "H", "H", "H", "H", "C", "O", "C", "C", "N", "C", "C", "O", "C", "H", "H", "H", "H", "H", "H", "H", "H", "H", "H", "H", "H", "H", "H", "H", "C", "O", "C", "C", "N", "C", "C", "O", "C", "H", "H", "H", "H", "H", "H", "H", "H", "H", "H", "H", "H", "H", "H", "H", "C", "O", "C", "C", "N", "C", "C", "O", "C", "H", "H", "H", "H", "H", "H", "H", "H", "H", "H", "H", "H", "H", "H", "H", "C", "O", "C", "C", "N", "C", "C", "O", "C", "H", "H", "H", "H", "H", "H", "H", "H", "H", "H", "H", "H", "H", "H", "H", "C", "O", "C", "C", "N", "C", "C", "O", "C", "H", "H", "H", "H", "H", "H", "H", "H", "H", "H", "H", "H", "H", "H", "H", "C", "O", "C", "C", "N", "C", "C", "O", "C", "H", "H", "H", "H", "H", "H", "H", "H", "H", "H", "H", "H", "H", "H", "H", "C", "O", "C", "C", "N", "C", "C", "O", "C", "H", "H", "H", "H", "H", "H", "H", "H", "H", "H", "H", "H", "H", "H", "H"], "positions_angstrom": [[3.07251, -4.92097, 0.09508], [5.79265, -1.42314, 2.43999], [5.64231, -5.23002, 4.28367], [5.07379, -5.13355, 2.92157], [6.47586, -4.06016, 4.46012], [4.55966, -5.30075, 5.25941], [6.47367, -6.45112, 4.31456], [2.43302, -2.86762, -4.45505], [2.01811, -4.41447, -4.53118], [3.16142, -5.12321, -5.27661], [1.84852, -4.83267, -3.19894], [1.66519, -2.21270, -4.04322], [2.64413, -2.51048, -5.46302], [3.30931, -2.54556, -3.89248], [1.09432, -4.42259, -5.10966], [4.15836, -4.81180, -4.96478], [2.94180, -4.90113, -6.32090], [3.07546, -6.18005, -5.02403], [-0.17336, -0.46627, 1.02187], [1.34386, -0.12389, 0.77506], [1.87800, 1.10595, 1.46684], [2.31525, -1.20106, 0.76198], [-0.81168, 0.22772, 0.47504], [-0.41430, -0.56472, 2.08034], [-0.47257, -1.45568, 0.67598], [1.40410, 0.10415, -0.28911], [2.93463, 1.21564, 1.22271], [1.79310, 1.05168, 2.55217], [1.20298, 1.93436, 1.25190], [-2.74729, -6.69037, -2.16390], [-4.01209, -7.09950, -1.86803], [-4.01627, -8.45454, -1.15220], [-4.37534, -9.64024, -2.03778], [-3.45115, -9.70293, -3.17900], [-3.43761, -10.79640, -4.03351], [-2.09796, -10.92395, -4.82768], [-1.16178, -11.47473, -3.89010], [0.11933, -11.60237, -4.54110], [-2.75951, -5.63879, -2.45049], [-2.43568, -7.23118, -3.05751], [-2.09614, -6.92804, -1.32270], [-4.80598, -8.32239, -0.41260], [-3.08163, -8.68810, -0.64230], [-5.43797, -9.62036, -2.27967], [-4.27965, -10.58622, -1.50482], [-3.66062, -8.91865, -3.77994], [-4.24996, -10.72591, -4.75684], [-3.54542, -11.80242, -3.62805], [-1.85324, -10.01273, -5.37347], [-2.12182, -11.61131, -5.67329], [-0.02465, -12.00299, -5.54453], [0.77375, -12.29035, -4.00584], [0.53324, -10.59437, -4.56772], [-0.82199, 2.89152, 9.60896], [-2.25850, 2.91011, 9.46570], [-2.71514, 3.78042, 8.38895], [-2.29646, 3.22150, 6.98733], [-3.01832, 3.89354, 5.85094], [-2.34590, 3.78490, 4.55556], [-3.07253, 4.71772, 3.62325], [-2.76436, 6.01050, 3.96836], [-3.25118, 7.19673, 3.24470], [-0.45958, 3.86677, 9.93403], [-0.24973, 2.61971, 8.72199], [-0.48659, 2.13250, 10.31571], [-2.21821, 4.74394, 8.50218], [-3.78981, 3.96065, 8.36271], [-2.60062, 2.17955, 7.08713], [-1.21456, 3.35237, 6.96574], [-3.24087, 4.87004, 5.98135], [-2.65039, 2.82985, 4.12744], [-1.26568, 3.75609, 4.41275], [-4.14627, 4.58097, 3.49482], [-2.74841, 4.44700, 2.61839], [-2.42870, 7.89648, 3.39290], [-4.12814, 7.65671, 3.70018], [-3.57785, 6.89104, 2.25075], [-1.45821, -3.58397, 7.09571], [-0.56587, -3.41884, 8.21032], [0.48339, -2.44900, 7.98429], [1.36184, -2.30650, 9.23043], [1.97548, -3.61758, 9.39191], [2.32712, -3.89767, 10.75177], [1.13496, -4.17453, 11.74257], [1.77497, -4.07476, 13.04209], [1.64043, -5.28043, 13.74709], [-1.14628, -4.29381, 6.32961], [-1.67326, -2.66034, 6.55834], [-2.43319, -3.92879, 7.44014], [0.16457, -1.45093, 7.68377], [1.09851, -2.82139, 7.16511], [0.86935, -2.00191, 10.15388], [2.17581, -1.59101, 9.11373], [2.81595, -3.56880, 8.83393], [3.05283, -3.24297, 11.23427], [2.93194, -4.79459, 10.88533], [0.48069, -5.03147, 11.58231], [0.40281, -3.36760, 11.71203], [1.99402, -5.15163, 14.77007], [2.29698, -6.01828, 13.28598], [0.62892, -5.66747, 13.87014], [9.13309, -1.85467, -1.53451], [9.15652, -0.58672, -0.86409], [7.90724, 0.04786, -0.91972], [8.05316, 1.28608, -0.12003], [8.17573, 0.81601, 1.19437], [8.48834, 1.94501, 2.04157], [8.17008, 1.62305, 3.51309], [6.78611, 1.37430, 3.67409], [5.92147, 2.56095, 3.76217], [10.04577, -2.44302, -1.43986], [8.87156, -1.93092, -2.58992], [8.43391, -2.51722, -1.02434], [7.04751, -0.53245, -0.58473], [7.63323, 0.28326, -1.94812], [7.18250, 1.93066, -0.24072], [8.94861, 1.78665, -0.48842], [9.06797, 0.36495, 1.05099], [8.05469, 2.91519, 1.79911], [9.56147, 2.12395, 2.10846], [8.44256, 2.36887, 4.25982], [8.56404, 0.61971, 3.67498], [4.91138, 2.21922, 3.98808], [5.83185, 3.10528, 2.82208], [6.21150, 3.29247, 4.51639], [8.46508, 4.20762, -5.22638], [7.05466, 3.85781, -5.01552], [6.38858, 3.10548, -6.02864], [4.97451, 2.70641, -5.67597], [3.91550, 3.60739, -5.94050], [4.00438, 4.85789, -5.17928], [3.78481, 4.84412, -3.64948], [3.70223, 6.14563, -3.19331], [3.55099, 6.40810, -1.75776], [9.05535, 3.47804, -5.78081], [8.95634, 4.43153, -4.27948], [8.74422, 5.07979, -5.81756], [7.01754, 2.21550, -6.04986], [6.33191, 3.61122, -6.99254], [4.88027, 2.37220, -4.64276], [4.83068, 1.77473, -6.22311], [3.05270, 3.09982, -5.80614], [3.37718, 5.56919, -5.71666], [5.03131, 5.19104, -5.32937], [4.62146, 4.43809, -3.08093], [2.85243, 4.34741, -3.38105], [4.37681, 6.10648, -1.11344], [2.65002, 5.84242, -1.52033], [3.31225, 7.46807, -1.67080], [-8.32157, 5.63878, -7.94791], [-6.94535, 5.36659, -8.09404], [-6.43871, 5.75206, -9.40414], [-5.00477, 5.22024, -9.38747], [-4.04044, 6.09294, -8.86373], [-3.73416, 5.88081, -7.41095], [-3.26476, 4.39669, -7.12069], [-3.08821, 4.42719, -5.70807], [-2.71022, 3.09977, -5.19460], [-8.97138, 4.91491, -8.43970], [-8.76914, 6.61865, -8.11414], [-8.31570, 5.26512, -6.92397], [-6.57060, 6.80695, -9.64475], [-6.92019, 5.19318, -10.20660], [-4.82526, 5.07331, -10.45250], [-5.12881, 4.23970, -8.92784], [-4.22297, 7.05114, -9.12575], [-4.61710, 6.10336, -6.81178], [-3.01416, 6.62674, -7.07438], [-2.31579, 4.16731, -7.60538], [-3.90282, 3.56439, -7.41780], [-2.28153, 2.46311, -5.96853], [-3.63269, 2.54012, -5.03986], [-2.21038, 3.13001, -4.22644], [-6.61507, -1.11729, 0.56574], [-7.11532, -0.18639, -0.30249], [-6.68080, -0.23610, -1.64993], [-7.59142, 0.58345, -2.54371], [-7.74278, 1.98477, -2.10613], [-6.56357, 2.78658, -2.02903], [-6.97720, 4.11944, -1.62821], [-7.48781, 4.18491, -0.33290], [-8.42223, 5.29386, -0.05213], [-7.01451, -0.89657, 1.55560], [-5.52646, -1.16742, 0.54308], [-6.98454, -2.08914, 0.23850], [-6.70798, -1.29615, -1.90223], [-5.60593, -0.07310, -1.72855], [-8.59735, 0.16572, -2.50221], [-7.31429, 0.50839, -3.59522], [-8.17411, 1.95400, -1.19338], [-6.08099, 2.76568, -3.00616], [-5.85751, 2.51146, -1.24552], [-7.76886, 4.33775, -2.34496], [-6.15827, 4.83846, -1.65003], [-7.99707, 6.28047, 0.13207], [-8.89359, 5.11505, 0.91428], [-9.20597, 5.51034, -0.77808]], "homo_ev": [-3.3030, -3.2780], "total_charge": -1, "s_squared": 2.024, "total_energy_ev": -199576.817, "orbital_gap_ha": [0.119, 0.098], "spin_multiplicity": 3}

---

{"formula": "C5H15N3O", "method": "ωB97M-V/def2-TZVPD", "elements": ["C", "C", "O", "N", "N", "N", "H", "H", "H", "H", "H", "H", "H", "H", "H", "C", "C", "C", "H", "H", "H", "H", "H", "H"], "positions_angstrom": [[1.79654, -1.41534, -0.67844], [0.32100, -1.14822, -0.44846], [-0.43597, -2.31125, -0.57314], [-0.17092, -0.09381, -1.35229], [-1.64085, -0.04494, -1.11334], [0.08346, -0.45473, -2.68084], [2.34848, -0.48209, -0.61091], [1.93551, -1.84140, -1.66794], [2.14959, -2.12231, 0.06727], [0.16610, -0.71225, 0.57073], [-1.39920, -1.96226, -0.69947], [-1.74518, 0.28530, -0.12967], [-1.98729, 0.71662, -1.69443], [-0.38999, -1.32172, -2.94861], [-0.20485, 0.30118, -3.29299], [-1.46281, 1.40087, 1.72997], [-0.29124, 0.94790, 2.16989], [1.02300, 1.58783, 1.86811], [-1.51637, 2.26664, 1.08670], [-2.39857, 1.00977, 2.09834], [-0.26509, 0.15619, 2.90967], [1.75315, 0.83410, 1.57530], [1.39954, 2.09683, 2.75446], [0.93196, 2.30708, 1.06009]], "relative_energy_kcal_mol": 73.7, "homo_ev": -8.6179, "total_energy_ev": -11943.552, "orbital_gap_ha": 0.353, "spin_multiplicity": 1, "smiles": "C[C@H](O)N(N)N.C=CC"}

---

{"formula": "C6H16O2S2Si", "method": "ωB97M-V/def2-TZVPD", "elements": ["C", "C", "C", "C", "C", "C", "O", "O", "Si", "S", "S", "H", "H", "H", "H", "H", "H", "H", "H", "H", "H", "H", "H", "H", "H", "H", "H"], "positions_angstrom": [[-2.24474, 0.59212, -2.26349], [1.77192, -1.91917, 3.31455], [-1.95077, -0.39025, -1.12756], [1.66307, -1.72121, 1.79925], [-0.05391, 3.41691, -0.22477], [1.21822, 0.94676, -0.22525], [-1.41369, 0.34335, -0.05522], [0.39287, -1.38009, 1.34556], [-0.04982, 0.15316, 0.88689], [-0.22363, 3.93148, -1.91613], [2.69725, 1.42776, 0.52982], [-2.55937, 1.50135, -1.78294], [-1.33158, 0.84863, -2.79136], [-2.97447, 0.23542, -3.08826], [1.47914, -2.97611, 3.64622], [2.75049, -1.67564, 3.79890], [1.21419, -1.11863, 3.84513], [-1.32066, -1.18914, -1.40872], [-2.77026, -0.90350, -0.67252], [2.02853, -2.62698, 1.21371], [2.28843, -0.94430, 1.51616], [-0.89396, 2.97662, 0.25592], [0.70631, 3.78767, 0.43025], [1.34763, 1.21235, -1.20862], [-0.37866, 0.76670, 2.22284], [0.46023, 5.03459, -1.83729], [2.46132, 1.13996, 1.80510]], "relative_energy_kcal_mol": 56.6, "homo_ev": [-7.5623, -7.4737], "total_energy_ev": -40122.285, "orbital_gap_ha": [0.275, 0.289], "spin_multiplicity": 1}

---

{"formula": "C4H7NOS2", "method": "ωB97M-V/def2-TZVPD", "elements": ["C", "C", "C", "O", "C", "S", "N", "S", "H", "H", "H", "H", "H", "H", "H"], "positions_angstrom": [[-0.00699, -2.33155, -0.63018], [0.08476, -1.40069, 0.56106], [1.35190, -0.50200, 0.62531], [2.38633, -0.74467, -0.29661], [0.44216, 0.63517, 0.25467], [0.63355, 2.22543, -0.20432], [-0.69964, -0.11149, 0.30667], [-2.33284, 0.15485, 0.02125], [0.16673, -1.75022, -1.54996], [0.68012, -3.17287, -0.48676], [-1.02121, -2.73864, -0.78036], [-0.26406, -1.86556, 1.48898], [1.77117, -0.49778, 1.64019], [2.69274, 0.11136, -0.67057], [-2.26104, 0.16154, -1.35134]], "relative_energy_kcal_mol": 36.4, "homo_ev": -8.7436, "total_energy_ev": -29468.211, "orbital_gap_ha": 0.331, "spin_multiplicity": 1, "smiles": "C[C@H]1[C@@H](O)C(=S)N1S"}

---

Question: What is the formula in the third record?
Answer: C6H16O2S2Si

---

Question: Which formula does entry 3 have?
Answer: C6H16O2S2Si